# 1
The following is a quantum chemistry calculation of a structure of composition C4H11LaO2 in a non-equilibrium geometry, from the Open Molecules 2025 dataset.

Geometry as XYZ:
```
18
Properties=species:S:1:pos:R:3:mulliken_charge:R:1
C -3.40266 -0.94499 2.01425 -0.783
H -3.23721 -1.90099 2.52830 0.251
H -3.14980 -0.15709 2.73639 0.237
H -4.43748 -0.76952 1.68953 0.292
La -0.98854 1.77357 -0.03597 1.199
O -0.90616 -0.24284 -0.87999 -0.650
H -2.78104 -1.01869 1.06085 0.014
C 2.60481 1.73253 -0.39322 -0.718
O 1.42503 0.95117 -0.39420 -0.233
C 1.47313 -0.20172 -1.23871 -0.416
C 0.23414 -1.03301 -0.93169 -0.350
H 2.44285 2.57884 0.28395 0.277
H 3.45183 1.13103 -0.03318 0.275
H 2.82153 2.10582 -1.40548 0.327
H 2.39691 -0.76640 -1.03632 0.351
H 1.48396 0.13521 -2.28952 0.334
H 0.40274 -1.55365 0.03340 0.274
H 0.16596 -1.81927 -1.70838 0.320
```

Computed properties:
net charge: +1
E_HOMO (spin up / spin down): -0.3570 / -0.5063 Ha
2S+1: 2
gap between HOMO and LUMO (spin up / spin down): 5.62 / 9.37 eV
expectation value of S²: 0.751

---

# 2
The following is a quantum chemistry calculation of a cluster of 2 separate species, C4H12N3 in total in a non-equilibrium geometry, from the Open Molecules 2025 dataset.

Geometry as XYZ:
```
19
Properties=species:S:1:pos:R:3:mulliken_charge:R:1
C -0.91748 -0.24992 0.16440 0.914
C -2.19959 -0.62046 0.86453 -1.198
C -0.05802 1.67267 1.78148 -0.897
C 2.64710 0.25732 -2.27032 -0.259
N -0.54889 -1.01050 -0.84145 -0.255
N -0.16899 0.70326 0.68584 -0.227
N 2.22872 -0.90733 -1.99087 -0.498
H -2.63489 0.25649 1.27490 0.326
H -2.92405 -0.92391 0.01439 0.342
H -2.21287 -1.31111 1.61708 0.307
H -1.03119 2.02987 1.89498 0.408
H 0.12399 1.30423 2.71688 0.355
H 0.59023 2.35203 1.39040 0.337
H 2.08160 1.19273 -1.98818 0.181
H 0.78324 0.55147 0.23998 0.145
H 3.64157 0.48745 -2.41971 0.325
H -1.42547 -1.48419 -1.24334 0.269
H 2.84397 -1.65223 -2.18241 0.208
H 0.33865 -0.88746 -1.33708 0.216
```

Computed properties:
net charge: +1
E_HOMO: -0.5254 Ha
gap between HOMO and LUMO: 11.47 eV
relative energy (zero: lowest compared OMol25 entry of this formula, charge and spin): 58.6 kcal/mol

---

# 3
The following is a quantum chemistry calculation of a structure of composition C12H24AgCl12O4PSn2 in a non-equilibrium geometry, from the Open Molecules 2025 dataset.

Geometry as XYZ:
```
56
Properties=species:S:1:pos:R:3:mulliken_charge:R:1
Ag -2.09692 2.37302 1.31882 0.326
Sn -3.75245 2.78887 -2.13537 1.468
Sn 0.95265 4.05909 -2.27577 1.396
P -0.68773 1.54120 -0.59634 2.243
O -0.16463 1.62016 0.79838 -0.810
O -2.12852 1.02742 -0.43716 -0.743
O 0.21760 1.36041 -1.87390 -0.848
O -1.22030 2.97411 -0.65030 -1.045
Cl -6.86389 -2.29799 1.20161 -0.157
C -5.80492 -1.00561 1.90352 -0.505
C -4.37764 -1.17214 1.48048 -0.220
Cl -3.36301 -0.04952 2.45438 -0.202
H -5.87675 -1.17214 2.97833 0.313
H -6.15355 0.01401 1.73940 0.343
H -4.11032 -1.00286 0.43741 0.158
H -4.02639 -2.14838 1.81465 0.290
Cl 4.03386 -2.35957 -3.85262 0.194
C 3.87093 -2.00928 -2.13591 -0.222
C 3.13455 -0.61815 -2.03742 0.944
Cl 4.24665 0.78098 -2.30817 -0.049
H 4.83450 -2.02505 -1.62661 0.463
H 3.21551 -2.77976 -1.72985 0.383
H 2.69003 -0.39875 -1.06667 -0.794
H 2.30428 -0.46776 -2.72745 -0.092
Cl -1.30948 -3.54695 -1.18603 -0.148
C -1.13701 -2.20064 -0.07295 1.300
C -1.07782 -2.65840 1.41124 -0.486
Cl 0.43189 -3.51152 1.75799 -0.147
H -1.98945 -1.56498 -0.31243 -0.799
H -0.33554 -1.54302 -0.40952 -0.375
H -1.93043 -3.27514 1.69550 0.407
H -1.08575 -1.75337 2.01866 0.182
Cl 3.67251 -1.51670 1.19645 -0.118
C 2.29189 -0.51587 1.59352 1.502
C 1.96942 -0.57510 3.06905 -0.471
Cl 3.14750 0.13307 4.10404 -0.147
H 1.46382 -0.74141 0.92155 -0.983
H 2.52733 0.50675 1.29871 -0.228
H 1.82514 -1.58614 3.44998 0.350
H 1.06092 -0.01366 3.28702 0.243
Cl 3.54843 3.27347 0.25537 -0.122
C 2.88458 3.48835 1.89702 -0.075
C 2.80860 4.94196 2.30272 -0.453
Cl 1.72624 5.84148 1.28164 -0.171
H 3.50308 2.84196 2.51970 0.312
H 1.93885 2.95383 1.80753 -0.128
H 3.78762 5.39595 2.14943 0.329
H 2.43497 5.17935 3.29878 0.389
Cl -2.85424 0.24287 -4.57749 -0.203
C -2.06028 -0.84168 -3.44352 0.520
C -0.63493 -1.22985 -3.85851 -0.124
Cl -0.63586 -2.45263 -5.17732 -0.145
H -2.69206 -1.71415 -3.27694 0.433
H -2.10172 -0.44223 -2.43020 -0.649
H -0.08009 -1.71820 -3.05741 -0.107
H 0.02838 -0.42971 -4.18699 0.280
```

Computed properties:
net charge: +3
E_HOMO (spin up / spin down): -0.6127 / -0.6127 Ha
2S+1: 2
gap between HOMO and LUMO (spin up / spin down): 4.74 / 2.63 eV
expectation value of S²: 0.754
relative energy (zero: lowest compared OMol25 entry of this formula, charge and spin): 81.1 kcal/mol

---

# 4
The following is a quantum chemistry calculation of a structure of composition C34H40F5FeO2SSe, from the Open Molecules 2025 dataset.

Geometry as XYZ:
```
84
Properties=species:S:1:pos:R:3:mulliken_charge:R:1
Fe -0.33699 0.24740 2.52230 1.041
C 3.13978 -4.79123 -2.18356 -1.667
C 2.01846 -3.82403 -2.58665 1.911
C 2.43703 -3.05634 -3.84789 -1.583
C 0.77101 -4.64449 -2.91629 -2.010
C 1.76673 -2.83506 -1.45095 -0.562
C 0.54589 -2.71678 -0.81177 -0.407
C 0.39125 -1.78883 0.20857 -0.455
Se -1.33236 -1.58733 1.04756 -0.178
C -2.03677 -0.17790 -0.06843 -0.350
C -2.60575 -0.50552 -1.28450 -0.416
C -3.09418 0.49318 -2.11508 -1.043
C -2.99448 1.80757 -1.66099 0.735
C -2.44025 2.17586 -0.43903 -0.744
C -1.94859 1.14593 0.38688 1.810
O -1.41595 1.40743 1.58251 -1.440
C -2.34642 3.63900 -0.00511 2.169
C -3.13302 3.85161 1.29738 -1.587
C -0.87328 4.02837 0.19627 -1.526
C -2.92989 4.58574 -1.05663 -2.337
C -3.70483 0.11903 -3.46393 2.121
C -4.18496 1.34444 -4.24142 -2.241
C -2.65068 -0.60685 -4.31204 -1.614
C -4.90596 -0.81035 -3.24050 -1.691
C 1.43607 -0.96991 0.64613 1.669
O 1.23972 -0.11764 1.65431 -1.273
C 2.69010 -1.06915 0.00224 -0.579
C 2.80214 -1.99824 -1.02002 0.219
C 3.85848 -0.17571 0.41650 2.191
C 3.47906 1.30049 0.21906 -1.612
C 5.10799 -0.44416 -0.42549 -2.273
C 4.22427 -0.43749 1.88564 -1.648
H 3.33017 -5.50405 -2.98829 0.465
H 2.86490 -5.35049 -1.28784 0.359
H 4.07098 -4.26302 -1.97695 0.308
H 2.62064 -3.75216 -4.66891 0.471
H 3.34949 -2.48209 -3.68543 0.307
H 1.65321 -2.36190 -4.15532 0.324
H 0.99424 -5.33452 -3.73120 0.439
H -0.05559 -4.00836 -3.23884 0.248
H 0.44019 -5.23736 -2.06169 0.402
H -0.29844 -3.33078 -1.09277 0.546
H -2.65730 -1.54681 -1.57849 0.351
H -3.36913 2.59299 -2.29755 0.712
H -2.72855 3.25786 2.11320 0.238
H -4.18133 3.57998 1.15843 0.332
H -3.09174 4.90457 1.58383 0.464
H -0.40265 3.43296 0.97486 0.183
H -0.80595 5.08008 0.48216 0.495
H -0.31159 3.89195 -0.73021 0.322
H -3.98891 4.39297 -1.23845 0.416
H -2.39620 4.52154 -2.00682 0.403
H -2.83869 5.61087 -0.69518 0.453
H -3.36571 2.03242 -4.45720 0.400
H -4.95976 1.88914 -3.69916 0.419
H -4.60928 1.02463 -5.19418 0.440
H -1.78151 0.03179 -4.47836 0.369
H -3.06842 -0.87924 -5.28341 0.467
H -2.30642 -1.52145 -3.82732 0.285
H -5.66604 -0.31999 -2.63027 0.386
H -4.61293 -1.73163 -2.73597 0.301
H -5.35655 -1.08193 -4.19725 0.454
H 3.75515 -2.08577 -1.52131 0.413
H 3.23161 1.49441 -0.82658 0.331
H 4.32325 1.93714 0.49163 0.467
H 2.62617 1.58282 0.83162 0.269
H 4.93685 -0.24684 -1.48547 0.398
H 5.46353 -1.47047 -0.31487 0.400
H 5.90663 0.21914 -0.09074 0.461
H 3.39958 -0.20092 2.55330 0.278
H 5.08210 0.17743 2.16593 0.454
H 4.49688 -1.48460 2.03091 0.339
F 1.70499 1.44275 9.82968 -0.287
C 1.17866 1.10690 8.65574 0.488
C 1.04191 -0.22759 8.31150 0.290
F 1.44071 -1.17513 9.15840 -0.282
C 0.49414 -0.57024 7.08844 0.194
F 0.38036 -1.86238 6.78952 -0.296
C 0.06486 0.39903 6.18751 0.115
S -0.67618 -0.06194 4.67566 -0.382
C 0.21482 1.73220 6.55566 0.474
F -0.17279 2.70214 5.72853 -0.250
C 0.76493 2.09032 7.77291 0.028
F 0.89710 3.37462 8.10148 -0.292
```

Computed properties:
E_HOMO (spin up / spin down): -0.3064 / -0.3016 Ha
2S+1: 6
gap between HOMO and LUMO (spin up / spin down): 8.63 / 6.54 eV
expectation value of S²: 8.772
relative energy (zero: lowest compared OMol25 entry of this formula, charge and spin): 0.1 kcal/mol

---

# 5
The following is a quantum chemistry calculation of an isolated molecule of C2H3N3O in a non-equilibrium geometry, from the Open Molecules 2025 dataset.

Geometry as XYZ:
```
9
Properties=species:S:1:pos:R:3:mulliken_charge:R:1
O -1.23212 1.73857 -0.14735 -0.563
C -0.49295 0.62969 -0.12400 0.402
C -0.18409 -0.50734 -0.81458 -0.489
N 0.73484 -1.10852 0.01353 0.278
N 0.97861 -0.41911 1.11309 -0.616
N 0.23550 0.62798 1.02550 -0.167
H -0.76680 1.96074 0.81198 0.538
H -0.49239 -0.94215 -1.75177 0.397
H 1.21939 -1.97987 -0.12640 0.220
```

Computed properties:
SMILES: Oc1c[nH]nn1
E_HOMO: -0.3376 Ha
gap between HOMO and LUMO: 10.03 eV
relative energy (zero: lowest compared OMol25 entry of this formula, charge and spin): 49.0 kcal/mol

---

# 6
The following is a quantum chemistry calculation of a cluster of 4 separate species, C2H11NO3 in total in a non-equilibrium geometry, from the Open Molecules 2025 dataset.

Geometry as XYZ:
```
17
Properties=species:S:1:pos:R:3:mulliken_charge:R:1
C -2.50173 0.23824 -0.91075 -0.264
C -2.85660 0.40340 0.38571 -0.388
N -1.24452 0.07442 0.87200 -0.636
H -2.42043 0.97889 -1.71841 0.236
H -2.26500 -0.72931 -1.34338 0.227
H -3.07522 1.38904 0.78119 0.243
H -1.18961 0.98393 1.34629 0.257
H -1.51542 -0.52435 1.64430 0.245
H -0.07585 -1.34795 -1.31967 0.243
H 0.22717 -0.98904 0.12329 0.474
O 0.64481 -1.40218 -0.67369 -0.674
H 3.45726 -1.01557 0.31775 0.314
H 2.42557 -1.07938 -0.82820 0.437
O 3.34073 -0.84068 -0.63177 -0.746
H 2.60990 0.74107 0.14277 0.377
H 2.44617 1.72429 1.30790 0.302
O 1.99277 1.39518 0.50467 -0.647
```

Computed properties:
SMILES: C=CN.O.O.O
E_HOMO: -0.3329 Ha
gap between HOMO and LUMO: 8.80 eV
relative energy (zero: lowest compared OMol25 entry of this formula, charge and spin): 97.6 kcal/mol

---

# 7
The following is a quantum chemistry calculation of an isolated molecule of C4H5BO2 in a non-equilibrium geometry, from the Open Molecules 2025 dataset.

Geometry as XYZ:
```
12
Properties=species:S:1:pos:R:3:mulliken_charge:R:1
B 1.66402 -0.11457 -0.04188 0.480
C -3.55030 -0.19721 -0.01276 0.251
C -2.35228 -0.02086 0.10738 -0.382
C 0.23781 -0.61871 -0.21908 -0.256
C -1.00005 0.27816 0.25350 -0.605
O 2.65222 -1.03150 0.22955 -0.495
O 1.75162 1.27754 -0.11845 -0.537
H -4.58304 -0.33322 -0.22898 0.417
H 0.11730 -1.57401 -0.80670 0.285
H -0.88417 1.38254 0.42190 0.267
H 3.56612 -0.81000 0.05734 0.297
H 2.38074 1.76183 0.35818 0.279
```

Computed properties:
SMILES: C#C/C=C/B(O)O
E_HOMO (spin up / spin down): -0.3112 / -0.3126 Ha
gap between HOMO and LUMO (spin up / spin down): 8.02 / 8.06 eV
relative energy (zero: lowest compared OMol25 entry of this formula, charge and spin): 29.7 kcal/mol

---

# 8
The following is a quantum chemistry calculation of a structure of composition C3H2AuCl2CoO4 in a non-equilibrium geometry, from the Open Molecules 2025 dataset.

Geometry as XYZ:
```
13
Properties=species:S:1:pos:R:3:mulliken_charge:R:1
Co -0.02849 -0.09001 -2.79800 0.229
Au -0.37039 -1.26437 0.48582 0.791
Cl -0.74619 1.48658 -1.47539 0.207
Cl 0.91371 -1.57331 -1.39219 -0.183
C -1.16678 -1.35318 2.23146 0.646
C -0.39477 0.89316 -4.22979 0.599
C 0.46775 -1.26273 -4.04929 0.623
O -1.55715 -1.71736 3.24646 -0.009
O -0.57144 1.43539 -5.23964 0.047
O 0.75864 -1.98577 -4.90296 0.049
O 1.15435 1.54846 6.21267 0.020
H 0.23447 1.75833 6.47906 0.497
H 1.30631 2.12481 5.43181 0.484
```

Computed properties:
net charge: +4
E_HOMO (spin up / spin down): -0.9251 / -1.0001 Ha
2S+1: 7
gap between HOMO and LUMO (spin up / spin down): 9.57 / 6.29 eV
expectation value of S²: 12.024
relative energy (zero: lowest compared OMol25 entry of this formula, charge and spin): 34.5 kcal/mol

---

# 9
The following is a quantum chemistry calculation of a structure of composition C4H9NO2, from the Open Molecules 2025 dataset.

Geometry as XYZ:
```
16
Properties=species:S:1:pos:R:3:mulliken_charge:R:1
C 1.53291 -0.11186 -1.22175 -0.775
N 1.83172 -0.05800 0.21756 -0.216
C 1.16895 0.44105 1.25552 -0.306
O -0.06516 0.95603 1.28129 -0.272
C -1.04436 0.83259 0.23299 -0.290
C -1.78624 -0.48540 0.36967 -0.455
O -0.97944 -1.61006 0.08998 -0.523
H 2.38891 -0.55211 -1.74139 0.279
H 0.66546 -0.75693 -1.38462 0.309
H 1.33573 0.87507 -1.65426 0.317
H 2.42038 0.60363 1.09870 0.450
H -1.73039 1.66659 0.40399 0.345
H -0.59769 0.93762 -0.75688 0.181
H -2.22173 -0.54716 1.37735 0.298
H -2.60606 -0.50373 -0.35542 0.333
H -0.31299 -1.68731 0.78729 0.324
```

Computed properties:
E_HOMO: -0.3163 Ha
gap between HOMO and LUMO: 9.48 eV
relative energy (zero: lowest compared OMol25 entry of this formula, charge and spin): 126.6 kcal/mol

---

| no. | calculated total energy (a.u.) |
| --- | --- |
| 1 | -340.77375 |
| 2 | -323.58492 |
| 3 | -7210.59259 |
| 4 | -6032.73385 |
| 5 | -317.45425 |
| 6 | -363.11884 |
| 7 | -330.70566 |
| 8 | -2853.13611 |
| 9 | -362.88371 |